[1]
The following is a DFT calculation (the ωB97M-V functional and the def2-TZVPD basis) of 2 unconnected molecules or ions with the total composition C6H14N2O at a distorted geometry.

Properties
* ΔE to the lowest compared entry with this formula, charge and spin: 154.2 kJ/mol
* charge: 0
* SMILES string: [H]/N=C(\C)N.C/C=C(/C)O
* spin multiplicity: 1

The geometry in XYZ format:
```
23
Properties=species:S:1:pos:R:3:forces:R:3
H 1.937259 1.379277 -1.687185 0.125 0.007 0.447
N 1.036928 1.252083 -1.239594 -0.073 -0.939 0.282
C 0.972923 1.608889 -0.004879 -0.808 3.132 -1.101
C 1.997036 2.556789 0.587215 0.373 -0.562 0.339
N -0.230798 1.636663 0.670558 0.401 -0.735 -0.123
H 2.940450 2.507216 0.048090 0.027 -0.157 0.044
H 2.169588 2.344912 1.640932 0.078 0.054 0.068
H 1.645831 3.585476 0.495497 -0.217 -0.085 0.008
H -1.027911 1.214246 0.214568 0.119 -0.067 -0.068
H -0.436508 2.412770 1.278794 0.337 -0.221 0.066
C -2.678742 -1.601878 0.724393 0.188 0.492 0.239
C -1.205831 -1.829376 0.598065 0.563 -0.497 -1.237
C -0.431703 -1.329940 -0.393507 -1.786 -0.935 0.277
C 0.890978 -1.914787 -0.790390 0.406 0.330 0.390
O -1.001579 -0.411314 -1.240091 0.270 -0.070 -0.013
H -2.966706 -0.710271 0.173406 -0.179 0.074 0.067
H -3.241413 -2.442119 0.312737 0.045 -0.061 -0.053
H -2.970681 -1.507233 1.771242 -0.120 0.115 0.006
H -0.842051 -2.709635 1.110536 0.325 0.085 0.199
H 0.940387 -2.971602 -0.538782 -0.048 -0.018 0.072
H 1.083659 -1.810128 -1.858657 -0.152 0.078 0.036
H 1.693427 -1.404944 -0.256153 0.198 -0.042 -0.111
H -0.274543 0.144906 -1.616792 -0.072 0.021 0.168
```
Forces are in eV/Å.


[2]
The following is a DFT calculation (the ωB97M-V functional and the def2-TZVPD basis) of 2 unconnected molecules or ions with the total composition C6H14N2O at a distorted geometry.

Properties
* ΔE to the lowest compared entry with this formula, charge and spin: 423.7 kJ/mol
* charge: 0
* spin multiplicity: 1

The geometry in XYZ format:
```
23
Properties=species:S:1:pos:R:3:forces:R:3
C -1.612904 0.302731 -0.683142 -0.068 -0.278 -0.009
C -2.056114 -1.138287 -0.887005 0.000 0.313 0.032
C 1.217618 -1.515285 1.472855 0.386 -0.025 -0.165
C 1.235256 -0.105571 1.959957 -0.911 -1.796 -1.228
O -2.512430 1.224377 -1.302351 -0.022 0.049 -0.101
N 2.387972 0.308195 2.418436 -2.381 1.808 1.044
H -2.567459 0.990368 -2.237446 0.013 0.016 0.068
H -1.643234 0.555998 0.380716 0.052 -0.004 -0.056
H 3.208729 -0.304248 2.564294 -0.259 0.557 0.432
H -3.095455 -1.245223 -0.580576 -0.021 0.015 0.040
H -1.953596 -1.419952 -1.933599 0.019 -0.050 -0.022
H -1.439270 -1.806425 -0.291512 0.051 -0.112 0.000
H 2.178470 -2.035353 1.607563 0.070 -0.074 0.092
H 0.987916 -1.533404 0.406621 -0.225 -0.002 -0.038
H 0.436020 -2.063694 2.000019 -0.055 -0.003 -0.085
C 0.407620 1.845902 -0.677652 0.142 0.016 -0.075
C -0.209212 0.586126 -1.205880 -0.005 0.092 0.217
N 0.316786 -0.229495 -2.017635 0.014 -0.268 -0.191
H 1.239655 0.066431 -2.337179 -0.057 0.169 0.122
H 1.805095 1.063539 2.938034 3.405 -0.567 0.038
H -0.327769 2.649207 -0.687493 -0.011 0.044 0.066
H 0.720286 1.661071 0.358668 -0.155 0.104 -0.172
H 1.276021 2.142993 -1.265693 0.016 -0.002 -0.010
```
Forces are in eV/Å.


[3]
The following is a DFT calculation (the ωB97M-V functional and the def2-TZVPD basis) of 2 unconnected molecules or ions with the total composition C6H14N2O2 at a distorted geometry.

Properties
* ΔE to the lowest compared entry with this formula, charge and spin: 59.5 kJ/mol
* charge: 0
* SMILES string: CNC(C)=O.CNC(C)=O
* spin multiplicity: 1

The geometry in XYZ format:
```
24
Properties=species:S:1:pos:R:3:forces:R:3
C 0.800145 -0.358897 2.359216 -0.383 -0.327 -0.546
N -0.513572 0.257561 2.291885 -0.425 -0.002 0.066
C -0.758884 1.276023 1.425834 1.427 0.285 0.785
C -1.793727 2.290909 1.839574 0.238 -0.585 -0.757
O 0.052757 1.505519 0.537791 -0.424 -0.121 -0.510
H 0.768625 -1.113880 3.138413 0.183 -0.007 0.043
H 1.044153 -0.832920 1.407394 -0.060 -0.106 0.112
H 1.572519 0.379107 2.540997 0.134 0.179 0.223
H -1.137908 0.112789 3.065073 -0.022 0.093 0.015
H -2.619598 1.845776 2.375917 -0.121 0.154 0.397
H -1.200954 3.008580 2.401711 -0.345 0.103 0.381
H -2.147130 2.787791 0.952083 -0.236 0.197 -0.264
C 2.181591 -1.151819 -1.250489 0.261 -0.599 -0.291
N 0.930845 -0.560101 -1.667120 0.224 0.283 0.584
C 0.129073 -1.227956 -2.529714 -0.524 -0.682 0.406
C -1.239282 -0.648345 -2.799301 0.787 1.204 -0.001
O 0.452827 -2.290050 -3.036027 0.346 0.147 -0.255
H 2.574412 -0.680744 -0.356071 -0.206 0.230 0.099
H 2.052288 -2.222321 -1.068425 0.050 0.026 0.046
H 2.942459 -1.055641 -2.021840 0.022 0.014 -0.137
H 0.519090 0.048486 -0.974663 -0.205 0.399 -0.278
H -1.757230 -1.366712 -3.410950 -0.486 -0.019 0.032
H -1.745987 -0.310113 -1.896467 -0.214 -0.563 0.179
H -1.106512 0.306957 -3.324819 -0.019 -0.304 -0.327
```
Forces are in eV/Å.


[4]
The following is a DFT calculation (the ωB97M-V functional and the def2-TZVPD basis) of 2 unconnected molecules or ions with the total composition C6H14N2O2 at a distorted geometry.

Properties
* ΔE to the lowest compared entry with this formula, charge and spin: 88.8 kJ/mol
* charge: 0
* SMILES string: CNC(C)=O.CNC(C)=O
* spin multiplicity: 1

The geometry in XYZ format:
```
24
Properties=species:S:1:pos:R:3:forces:R:3
C -0.938635 -0.027067 -2.460329 -1.082 0.394 -0.348
N -0.632422 -1.280853 -1.830500 -0.713 -0.469 0.528
C 0.562045 -1.539973 -1.235774 -0.129 1.274 -1.020
C 0.773848 -2.967124 -0.864365 0.122 -0.643 -0.245
O 1.392812 -0.642700 -1.249523 0.494 -0.493 0.707
H -0.582166 0.856677 -1.951541 0.544 -0.064 0.192
H -0.604746 -0.020781 -3.491084 0.256 0.155 -0.177
H -2.026600 0.126381 -2.476136 0.188 -0.352 -0.044
H -1.398857 -1.914728 -1.686690 0.079 -0.127 -0.081
H 1.468376 -3.165473 -0.058037 0.328 0.387 -0.060
H -0.134385 -3.512088 -0.622336 -0.295 0.175 -0.072
H 1.146236 -3.386880 -1.810412 0.145 -0.224 0.399
C 0.651667 2.919680 0.716784 -0.450 -0.282 -0.980
N -0.202686 1.728813 0.684744 0.971 -0.300 -0.347
C -0.340153 1.008266 1.845790 -0.348 -0.009 0.469
C -0.828317 -0.409948 1.656407 -0.682 0.077 -0.708
O -0.146155 1.475772 2.950346 0.030 0.030 -0.171
H 0.164014 3.700121 1.277813 0.382 0.121 0.583
H 1.680556 2.663349 0.954318 -0.004 0.241 0.799
H 0.717476 3.276029 -0.305073 -0.194 0.152 -0.294
H 0.110575 1.124457 -0.070104 -0.326 -0.026 0.033
H -0.387095 -1.051437 2.412570 -0.038 -0.128 -0.143
H -1.923057 -0.460821 1.690921 0.074 0.274 0.697
H -0.698119 -0.744849 0.625596 0.650 -0.164 0.283
```
Forces are in eV/Å.


[5]
The following is a DFT calculation (the ωB97M-V functional and the def2-TZVPD basis) of 2 unconnected molecules or ions with the total composition C6H14N2O2 at a distorted geometry.

Properties
* ΔE to the lowest compared entry with this formula, charge and spin: 65.8 kJ/mol
* charge: 0
* SMILES string: CNC(C)=O.CNC(C)=O
* spin multiplicity: 1

The geometry in XYZ format:
```
24
Properties=species:S:1:pos:R:3:forces:R:3
C 2.535104 0.738624 1.528142 -0.516 0.794 -0.730
N 2.019732 0.461478 0.188947 0.476 -0.200 0.716
C 1.593467 1.451219 -0.632251 0.122 -0.566 -0.143
C 0.828578 0.975660 -1.849853 -0.340 -0.055 0.639
O 1.856533 2.617112 -0.421507 -0.168 0.516 0.082
H 3.123607 1.655505 1.466296 0.467 -0.399 0.073
H 1.718805 1.009550 2.194573 -0.213 -0.311 0.221
H 3.056628 -0.142937 1.885809 0.239 0.208 0.122
H 1.764029 -0.496585 0.047485 -0.449 0.100 -0.302
H -0.241824 1.096568 -1.678074 -0.020 0.284 0.171
H 1.096454 1.600611 -2.699033 0.143 -0.437 -0.163
H 0.947588 -0.105399 -1.934984 0.289 0.136 -0.668
C -2.998828 0.228443 -0.261005 -0.105 0.254 -1.076
N -2.507758 -1.131920 -0.307011 0.244 0.117 0.198
C -1.392625 -1.487299 0.380265 -0.162 -0.082 0.344
C -1.146643 -2.970856 0.549804 0.748 0.581 -0.423
O -0.629378 -0.663809 0.857760 -0.043 -0.014 -0.019
H -2.510500 0.753680 0.543522 -0.053 0.054 0.359
H -2.812117 0.804817 -1.177889 0.321 -0.262 0.046
H -4.077355 0.227359 -0.183728 -0.262 -0.049 0.471
H -3.062168 -1.855355 -0.721664 -0.178 -0.036 0.033
H -2.042171 -3.579225 0.458218 0.134 -0.130 0.146
H -0.415563 -3.214478 -0.221121 -0.172 -0.365 -0.289
H -0.572685 -3.099173 1.466906 -0.505 -0.140 0.191
```
Forces are in eV/Å.


[6]
The following is a DFT calculation (the ωB97M-V functional and the def2-TZVPD basis) of 2 unconnected molecules or ions with the total composition C6H14N2O2 at a distorted geometry.

Properties
* ΔE to the lowest compared entry with this formula, charge and spin: 133.1 kJ/mol
* charge: 0
* SMILES string: CCC(N)=O.CCC(N)=O
* spin multiplicity: 1

The geometry in XYZ format:
```
24
Properties=species:S:1:pos:R:3:forces:R:3
C -0.073923 -3.154343 0.534027 0.539 -0.758 1.225
C -1.154052 -2.432602 1.293526 -0.760 1.802 -1.193
C -1.155141 -0.909243 0.982058 -1.732 -0.814 0.905
N -1.712390 -0.098615 1.971772 0.628 0.180 0.537
O -0.896295 -0.439388 -0.099866 0.267 -0.549 0.353
H -0.350424 -3.475066 -0.462065 -0.562 -0.422 0.075
H 0.119569 -4.015123 1.251211 0.713 0.693 -1.579
H 0.760738 -2.479884 0.298734 0.216 -0.433 0.781
H -2.128279 -2.885519 1.061612 -0.022 0.575 -0.282
H -1.151125 -2.497721 2.352467 0.720 -0.427 1.136
H -1.824528 0.859501 1.596567 0.235 -0.749 0.957
H -1.540308 -0.256696 3.004459 -0.394 0.337 -2.116
C 2.149799 1.626101 -0.348927 -1.220 -0.926 0.128
C 0.956245 2.593181 -0.643543 0.945 -2.072 -0.054
C -0.006163 2.207904 -1.789164 1.788 1.487 -0.135
N -0.304438 0.938110 -2.072017 -0.798 -0.418 -1.702
O -0.353639 3.137827 -2.503219 -0.960 -0.051 0.125
H 1.826419 0.597275 -0.059448 0.048 0.877 0.551
H 2.854473 2.077975 0.345602 -0.248 -0.183 0.396
H 2.739751 1.384859 -1.201312 0.414 0.326 -1.207
H 0.445162 2.776882 0.295687 -0.324 0.147 -0.042
H 1.434609 3.470489 -1.002555 -0.071 1.109 -0.104
H -0.932630 0.821889 -2.873315 0.513 0.245 0.456
H 0.296562 0.152204 -1.932298 0.062 0.024 0.790
```
Forces are in eV/Å.


Taking the records one at a time from the top gives gap between HOMO and LUMO values of 8.500 9.255 9.774 10.062 9.569 9.686 eV.
Taking the records one at a time from the top gives E_LUMO values of 0.731 0.986 0.566 0.613 0.589 0.648 eV.
Taking the records one at a time from the top gives highest occupied orbital energy values of -7.8 -8.3 -9.2 -9.4 -9.0 -9.0 eV.